Record 1
Density functional theory data (wB97M-V/def2-TZVPD) for C4H8Si2 in the gas phase in a non-equilibrium geometry.

Positions of all 14 atoms, in Å:
C  0.880  -1.389  -0.299
C  1.380  -0.151  -0.814
C  -0.163  -1.585  0.522
C  1.018  1.002  -0.263
Si  -1.691  -0.791  0.012
Si  -0.668  1.565  0.234
H  1.653  -2.098  -0.283
H  2.215  -0.181  -1.544
H  -0.411  -2.614  0.873
H  1.501  1.894  -0.624
H  -2.400  -1.334  1.177
H  -1.452  1.877  -1.108
H  -0.739  2.988  0.758
H  -1.123  0.817  1.358

Forces on atoms 1 to 2 (eV/Å):
0.62 -0.62 1.54
0.71 0.55 -0.34

E_HOMO (eV): -7.916
DFT total energy (eV): -20027.619
ΔE to the lowest compared entry with this formula, charge and spin (kJ/mol): 269.8
Spin multiplicity: 1
HOMO-LUMO gap (eV): 7.44

Results of the natural (NBO) charge analysis, in e, for atoms 1 through 4: C -0.168; C -0.182; C -0.713; C -0.590


Record 2
Density functional theory data (wB97M-V/def2-TZVPD) for a molecular structure, C16H33ClHfP2 in a non-equilibrium geometry.

Positions of all 53 atoms, in Å:
P  -1.171  -2.007  -0.123
P  -0.170  1.281  -1.313
C  -1.657  -1.067  -1.674
C  -0.657  -0.103  -2.355
H  -2.646  -0.598  -1.509
H  -1.832  -1.954  -2.293
H  0.253  -0.620  -2.706
H  -1.227  0.358  -3.174
C  -1.573  2.403  -1.577
H  -1.545  3.263  -0.896
H  -2.493  1.828  -1.439
H  -1.484  2.743  -2.618
C  0.906  2.242  -2.583
H  0.356  2.120  -3.532
H  1.944  1.892  -2.714
H  0.934  3.324  -2.347
C  -2.246  -3.512  -0.197
H  -2.124  -4.259  0.590
H  -1.961  -3.931  -1.149
H  -3.324  -3.323  -0.167
C  0.322  -2.822  -0.769
H  1.137  -2.127  -1.042
H  -0.080  -3.288  -1.685
H  0.675  -3.590  -0.055
Hf  -2.622  -1.613  1.650
C  1.887  3.100  0.521
C  0.662  2.565  0.709
C  0.325  1.345  1.524
C  1.437  0.241  1.571
C  1.976  -0.210  0.273
C  2.550  0.480  -0.737
C  3.693  1.384  -0.330
C  3.214  2.457  0.664
C  -1.779  -3.185  2.951
H  1.865  4.169  0.324
H  -0.192  3.226  0.482
H  -0.608  0.878  1.173
H  0.067  1.616  2.567
H  2.155  0.640  2.308
H  0.954  -0.642  2.017
H  1.878  -1.256  0.128
H  2.489  0.083  -1.769
H  4.228  1.819  -1.186
H  4.449  0.778  0.214
H  3.235  1.987  1.662
H  4.001  3.236  0.639
H  -1.168  -2.755  3.756
H  -1.248  -4.013  2.474
H  -2.695  -3.598  3.409
Cl  -4.893  -2.095  1.085
C  -2.265  0.080  2.817
H  -1.510  -0.120  3.612
H  -2.426  1.149  2.818

Forces on atoms 1 to 2 (eV/Å):
3.36 -0.55 -4.01
1.78 2.15 -1.72

E_HOMO (spin up / spin down) (eV): -13.392 / -13.393
Total charge: +2
DFT total energy (eV): -49510.209
ΔE to the lowest compared entry with this formula, charge and spin (kJ/mol): 69.6
Spin multiplicity: 1
HOMO-LUMO gap (spin up / spin down) (eV): 3.09 / 3.09

Results of the natural (NBO) charge analysis, in e, for atoms 1 through 4: P 0.721; P 1.139; C -0.663; C -0.786


Record 3
Density functional theory data (wB97M-V/def2-TZVPD) for 3 unconnected molecules or ions with the total composition C26H28O10 in a non-equilibrium geometry.

Positions of all 64 atoms, in Å:
C  2.372  -1.135  1.285
C  1.295  -1.444  0.138
C  0.418  -2.754  0.390
C  -1.005  -2.498  1.059
C  -0.973  -1.888  2.536
C  -0.895  -2.970  3.710
C  0.325  -3.999  3.583
C  -0.174  -5.420  2.989
C  0.986  -5.964  2.043
C  2.348  -5.988  2.420
C  3.376  -6.514  1.342
O  4.466  -7.017  1.656
C  3.014  -6.342  -0.205
C  1.655  -6.304  -0.599
C  0.602  -6.473  0.588
O  -0.505  -6.969  0.304
H  3.177  -1.935  1.382
H  1.925  -0.988  2.317
H  2.877  -0.145  1.008
H  1.914  -1.650  -0.809
H  0.625  -0.566  -0.117
H  0.206  -3.203  -0.648
H  1.076  -3.510  0.923
H  -1.668  -3.435  1.041
H  -1.544  -1.728  0.397
H  -1.975  -1.341  2.679
H  -0.181  -1.063  2.623
H  -1.862  -3.555  3.800
H  -0.708  -2.375  4.675
H  1.227  -3.578  3.044
H  0.672  -4.211  4.659
H  -1.082  -5.183  2.330
H  -0.472  -6.151  3.810
H  2.672  -5.642  3.452
H  3.834  -6.230  -0.988
H  1.356  -6.193  -1.685
C  -0.806  1.147  -3.620
C  -0.223  1.995  -4.470
C  0.484  3.217  -3.989
O  1.021  3.957  -4.794
C  0.498  3.479  -2.547
C  -0.088  2.634  -1.697
C  -0.771  1.399  -2.176
O  -1.280  0.641  -1.368
O  -0.087  2.864  -0.357
O  -0.248  1.779  -5.810
H  -1.320  0.257  -3.955
H  0.998  4.377  -2.212
H  -0.571  2.112  0.036
H  0.241  2.528  -6.202
C  -1.104  6.570  -0.203
C  -2.223  7.045  0.346
C  -3.151  7.928  -0.418
O  -4.173  8.328  0.110
C  -2.785  8.285  -1.792
C  -1.663  7.812  -2.340
C  -0.750  6.908  -1.584
O  0.255  6.481  -2.125
O  -1.308  8.134  -3.610
O  -2.565  6.745  1.625
H  -0.424  5.927  0.339
H  -3.457  8.940  -2.330
H  -0.465  7.668  -3.770
H  -3.411  7.206  1.782

Forces on atoms 1 to 2 (eV/Å):
-0.19 0.81 -0.27
0.69 -0.84 -0.16

E_HOMO (eV): -9.880
DFT total energy (eV): -47886.223
Spin multiplicity: 1
SMILES: CCCCCCCCC1=CC(=O)C=CC1=O.O=C1C=C(O)C(=O)C=C1O.O=C1C=C(O)C(=O)C=C1O
HOMO-LUMO gap (eV): 8.13

Results of the natural (NBO) charge analysis, in e, for atoms 1 through 4: C -0.626; C -0.411; C -0.415; C -0.419


Record 4
Density functional theory data (wB97M-V/def2-TZVPD) for C5H8BrCl in the gas phase in a non-equilibrium geometry.

Positions of all 15 atoms, in Å:
C  -0.309  0.163  -1.479
C  0.185  0.010  0.004
C  -1.216  0.372  -0.231
C  1.055  0.979  0.639
C  0.378  -1.445  0.523
Cl  -1.814  1.998  0.118
Br  -2.729  -0.867  0.051
H  -0.212  1.162  -1.930
H  -0.530  -0.641  -2.014
H  1.053  0.799  1.699
H  0.912  2.044  0.536
H  2.122  0.813  0.315
H  1.368  -1.779  0.564
H  -0.118  -1.993  -0.218
H  -0.145  -1.616  1.422

Forces on atoms 1 to 2 (eV/Å):
-0.16 4.59 4.47
-0.68 -1.64 -0.58

E_HOMO (eV): -9.772
DFT total energy (eV): -87878.236
ΔE to the lowest compared entry with this formula, charge and spin (kJ/mol): 22.1
Spin multiplicity: 1
SMILES: CC1(C)C[C@@]1(Cl)Br
HOMO-LUMO gap (eV): 10.47

Results of the natural (NBO) charge analysis, in e, for atoms 1 through 4: C -0.432; C -0.097; C -0.067; C -0.613


Record 5
Density functional theory data (wB97M-V/def2-TZVPD) for 2 unconnected molecules or ions with the total composition C6H11O3 in a non-equilibrium geometry.

Positions of all 20 atoms, in Å:
O  -0.830  -0.306  0.818
O  0.158  0.432  0.601
C  -1.412  -4.107  0.336
C  -2.064  -2.770  0.705
C  -1.527  -2.156  1.965
C  -2.255  -2.452  3.172
O  -3.268  -3.194  3.185
C  -1.727  -1.891  4.511
C  -0.520  -2.626  5.063
H  -1.900  -4.465  -0.575
H  -0.334  -3.971  0.166
H  -1.573  -4.879  1.101
H  -2.057  -2.112  -0.181
H  -3.117  -2.944  0.974
H  -0.448  -2.012  2.114
H  -1.528  -0.811  4.434
H  -2.540  -2.006  5.223
H  -0.134  -2.141  5.963
H  -0.764  -3.655  5.331
H  0.281  -2.659  4.322

Forces on atoms 1 to 2 (eV/Å):
3.37 3.53 -1.26
-2.91 -2.10 0.55

E_HOMO (spin up / spin down) (eV): -8.868 / -9.503
DFT total energy (eV): -12536.987
ΔE to the lowest compared entry with this formula, charge and spin (kJ/mol): 46.5
<S²>: 3.77
Spin multiplicity: 4
HOMO-LUMO gap (spin up / spin down) (eV): 9.70 / 7.83

Results of the natural (NBO) charge analysis, in e, for atoms 1 through 4: O -0.003; O 0.014; C -0.595; C -0.488


Record 6
Density functional theory data (wB97M-V/def2-TZVPD) for 2 unconnected molecules or ions with the total composition C4H13NO2 in a non-equilibrium geometry.

Positions of all 20 atoms, in Å:
C  1.112  -0.421  -1.827
O  0.410  -1.370  -2.645
C  0.728  -0.661  -0.271
C  -0.854  -0.236  -0.294
C  -1.025  1.255  -0.037
N  -0.939  1.799  1.310
H  2.177  -0.631  -1.999
H  0.717  0.557  -2.103
H  -0.215  -1.793  -2.034
H  0.883  -1.715  -0.115
H  1.261  0.090  0.324
H  -1.368  -0.421  -1.268
H  -1.389  -0.764  0.514
H  -2.127  1.494  -0.196
H  -0.417  1.945  -0.641
H  0.009  2.009  1.573
H  -1.485  1.446  2.076
H  -0.107  -0.591  2.486
H  0.228  0.463  3.341
O  0.635  -0.377  3.073

Forces on atoms 1 to 2 (eV/Å):
-0.45 -1.19 1.51
-0.14 -0.23 0.68

E_HOMO (eV): -9.351
DFT total energy (eV): -9942.454
ΔE to the lowest compared entry with this formula, charge and spin (kJ/mol): 168.1
Spin multiplicity: 1
SMILES: NCCCCO.O
HOMO-LUMO gap (eV): 10.08

Results of the natural (NBO) charge analysis, in e, for atoms 1 through 4: C -0.064; O -0.726; C -0.439; C -0.441